{
  "formula": "C70H99N7O16S",
  "method": "ωB97M-V/def2-TZVPD",
  "smiles": "O=[N+]([O-])c1ccccc1.O=[N+]([O-])c1ccccc1.O=[N+]([O-])c1ccccc1.O=[N+]([O-])c1ccccc1.O=[N+]([O-])c1ccccc1.O=[N+]([O-])c1ccccc1.O=[N+]([O-])c1ccccc1.O=S1(=O)CCCC1.CCCCCC.CCCCCC.CCCCCC.CCCCCC",
  "gap_ha": 0.3098,
  "elements": ["C", "C", "C", "C", "C", "C", "N", "O", "O", "H", "H", "H", "H", "H", "C", "C", "C", "C", "C", "C", "N", "O", "O", "H", "H", "H", "H", "H", "C", "C", "C", "C", "C", "C", "N", "O", "O", "H", "H", "H", "H", "H", "C", "C", "C", "C", "C", "C", "N", "O", "O", "H", "H", "H", "H", "H", "C", "C", "C", "C", "C", "C", "N", "O", "O", "H", "H", "H", "H", "H", "C", "C", "C", "C", "C", "C", "N", "O", "O", "H", "H", "H", "H", "H", "C", "C", "C", "C", "C", "C", "N", "O", "O", "H", "H", "H", "H", "H", "C", "C", "C", "C", "C", "C", "H", "H", "H", "H", "H", "H", "H", "H", "H", "H", "H", "H", "H", "H", "C", "C", "C", "C", "C", "C", "H", "H", "H", "H", "H", "H", "H", "H", "H", "H", "H", "H", "H", "H", "C", "C", "C", "C", "C", "C", "H", "H", "H", "H", "H", "H", "H", "H", "H", "H", "H", "H", "H", "H", "C", "C", "C", "C", "C", "C", "H", "H", "H", "H", "H", "H", "H", "H", "H", "H", "H", "H", "H", "H", "C", "C", "C", "S", "O", "O", "C", "H", "H", "H", "H", "H", "H", "H", "H"],
  "xyz": [[0.244, 8.230, 2.528], [0.302, 6.952, 1.999], [0.953, 5.954, 2.740], [1.510, 6.281, 3.971], [1.560, 7.616, 4.444], [0.915, 8.628, 3.725], [2.173, 5.214, 4.774], [2.666, 5.579, 5.798], [1.957, 4.045, 4.497], [-0.418, 8.925, 2.032], [-0.160, 6.742, 1.045], [1.088, 4.910, 2.501], [2.033, 7.796, 5.399], [0.848, 9.584, 4.222], [3.407, -3.831, -4.119], [4.151, -4.942, -3.928], [3.928, -5.767, -2.812], [3.028, -5.375, -1.788], [2.286, -4.207, -2.009], [2.456, -3.514, -3.194], [2.898, -6.112, -0.498], [1.986, -5.771, 0.279], [3.711, -6.967, -0.173], [3.456, -3.160, -4.963], [4.875, -5.303, -4.643], [4.604, -6.594, -2.657], [1.550, -3.863, -1.298], [1.887, -2.603, -3.302], [0.078, 0.577, 3.637], [0.205, 0.743, 5.044], [-0.001, -0.368, 5.834], [-0.280, -1.603, 5.232], [-0.471, -1.694, 3.830], [-0.170, -0.627, 3.025], [-0.618, -2.764, 6.092], [-0.594, -3.862, 5.587], [-0.545, -2.562, 7.270], [0.329, 1.466, 3.078], [0.603, 1.657, 5.459], [0.028, -0.303, 6.912], [-0.675, -2.637, 3.345], [-0.077, -0.762, 1.957], [-1.820, -0.770, -0.541], [-2.508, 0.127, 0.340], [-1.892, 1.304, 0.683], [-0.582, 1.653, 0.199], [0.163, 0.652, -0.463], [-0.494, -0.497, -0.900], [0.035, 2.938, 0.577], [1.277, 2.989, 0.440], [-0.732, 3.826, 0.980], [-2.252, -1.679, -0.933], [-3.516, -0.057, 0.679], [-2.496, 2.056, 1.168], [1.164, 0.738, -0.861], [0.131, -1.101, -1.541], [-5.904, -5.117, -5.039], [-5.287, -4.500, -6.090], [-4.268, -3.643, -5.836], [-3.807, -3.468, -4.535], [-4.452, -4.055, -3.490], [-5.484, -4.927, -3.763], [-2.617, -2.588, -4.297], [-2.263, -1.923, -5.247], [-1.985, -2.726, -3.265], [-6.706, -5.768, -5.353], [-5.580, -4.598, -7.125], [-3.895, -3.133, -6.712], [-4.072, -3.741, -2.529], [-5.964, -5.542, -3.017], [6.187, -4.200, 1.631], [6.142, -3.596, 0.375], [4.998, -2.976, -0.051], [3.915, -2.902, 0.836], [3.928, -3.568, 2.147], [5.111, -4.176, 2.530], [2.628, -2.172, 0.500], [2.714, -1.378, -0.461], [1.575, -2.367, 1.101], [7.109, -4.701, 1.887], [6.992, -3.747, -0.274], [4.899, -2.594, -1.056], [3.074, -3.493, 2.803], [5.118, -4.744, 3.449], [4.885, 0.152, 1.762], [3.829, 1.063, 1.740], [4.026, 2.428, 2.006], [5.307, 2.865, 2.353], [6.374, 1.967, 2.212], [6.189, 0.608, 1.889], [5.541, 4.160, 2.898], [4.665, 4.983, 2.782], [6.607, 4.385, 3.463], [4.812, -0.925, 1.772], [2.843, 0.731, 1.450], [3.156, 3.067, 2.019], [7.340, 2.397, 2.431], [7.027, -0.073, 1.886], [-4.259, 1.336, 7.629], [-3.595, 0.089, 7.007], [-3.758, 0.029, 5.550], [-5.139, 0.002, 4.979], [-5.148, 0.173, 3.357], [-5.064, -1.155, 2.626], [-3.798, 2.251, 7.255], [-4.189, 1.418, 8.714], [-5.334, 1.488, 7.533], [-2.532, 0.201, 7.221], [-4.102, -0.815, 7.344], [-3.282, -0.926, 5.324], [-3.084, 0.708, 5.027], [-5.680, -0.904, 5.253], [-5.639, 0.881, 5.386], [-6.130, 0.573, 3.104], [-4.411, 0.854, 2.931], [-5.410, -0.891, 1.627], [-4.184, -1.782, 2.485], [-5.848, -1.803, 3.019], [-4.620, -8.784, 3.050], [-4.800, -7.309, 2.764], [-3.723, -6.596, 1.952], [-4.093, -5.123, 1.523], [-3.311, -4.534, 0.351], [-1.802, -4.574, 0.476], [-4.505, -9.304, 2.099], [-5.422, -9.272, 3.604], [-3.729, -8.956, 3.654], [-5.793, -7.253, 2.320], [-4.915, -6.633, 3.611], [-3.572, -7.240, 1.086], [-2.724, -6.772, 2.352], [-5.170, -5.108, 1.352], [-4.031, -4.443, 2.374], [-3.559, -5.064, -0.569], [-3.617, -3.498, 0.205], [-1.231, -4.104, -0.324], [-1.471, -4.322, 1.483], [-1.460, -5.594, 0.300], [-2.069, 6.186, -3.968], [-1.083, 6.368, -2.776], [0.340, 5.757, -3.102], [1.326, 6.066, -1.967], [2.715, 5.399, -2.198], [3.689, 5.407, -0.995], [-2.010, 7.006, -4.684], [-3.102, 6.291, -3.636], [-1.966, 5.307, -4.605], [-1.048, 7.432, -2.539], [-1.544, 5.832, -1.947], [0.641, 6.191, -4.055], [0.114, 4.710, -3.304], [1.283, 7.129, -1.729], [0.942, 5.593, -1.064], [2.399, 4.371, -2.376], [3.197, 5.871, -3.053], [4.686, 5.140, -1.343], [3.612, 6.343, -0.442], [3.407, 4.649, -0.264], [-1.169, 3.049, -6.813], [-0.942, 1.728, -6.055], [-0.633, 1.932, -4.536], [-1.845, 2.145, -3.582], [-2.959, 1.085, -3.593], [-4.077, 1.398, -2.686], [-2.200, 3.308, -6.572], [-1.231, 2.880, -7.888], [-0.429, 3.774, -6.474], [-1.744, 1.000, -6.181], [-0.105, 1.241, -6.555], [0.058, 2.761, -4.384], [-0.061, 1.065, -4.204], [-1.454, 2.305, -2.577], [-2.324, 3.077, -3.882], [-3.280, 0.821, -4.600], [-2.344, 0.237, -3.292], [-4.750, 0.567, -2.474], [-3.503, 1.558, -1.774], [-4.668, 2.251, -3.022], [3.710, 0.753, -2.761], [3.629, 0.138, -4.162], [5.083, 0.133, -4.829], [5.730, 1.801, -4.403], [5.085, 2.834, -5.249], [7.148, 1.871, -4.041], [4.838, 1.831, -2.784], [4.119, 0.012, -2.073], [2.771, 1.082, -2.318], [2.918, 0.674, -4.790], [3.247, -0.878, -4.066], [5.196, 0.168, -5.912], [5.753, -0.607, -4.392], [4.522, 2.823, -2.460], [5.621, 1.536, -2.085]],
  "forces_ev_per_angstrom": [[0.110, 0.879, 0.836], [0.591, -0.426, 0.835], [0.454, 0.048, 0.823], [0.479, 1.321, -0.896], [-0.348, -0.770, -0.372], [-0.373, -2.171, -0.226], [-2.251, 0.106, -0.048], [1.285, 0.224, 0.983], [0.432, 0.044, -0.628], [0.238, 0.343, -0.159], [-0.074, -0.157, 0.051], [-0.396, 0.059, -0.664], [0.049, 0.134, -0.053], [-0.117, 0.266, -0.557], [-0.760, 1.092, -0.648], [0.522, -2.261, 0.500], [0.261, 0.625, 1.283], [0.442, 0.347, -1.406], [-0.167, -0.921, 0.305], [-0.656, 0.920, 1.337], [-0.643, 0.074, 1.924], [1.016, -0.063, -1.705], [-0.235, 0.638, -1.212], [0.483, -0.245, -0.305], [0.122, 0.214, -0.096], [-0.257, -0.288, 0.056], [0.022, -0.111, 0.164], [-0.209, 0.013, -0.161], [1.111, 1.531, 1.239], [0.018, -0.994, -1.541], [-0.177, -0.731, 0.271], [-1.876, 1.060, -1.522], [0.902, -1.280, 1.292], [-0.169, 0.470, 0.243], [2.852, 0.419, -0.815], [-0.986, -0.561, -0.591], [-0.942, 0.167, 1.566], [-0.052, 0.011, -0.409], [-0.379, 0.207, -0.020], [0.201, -0.087, 0.025], [-0.140, -0.245, 0.329], [-0.356, 0.145, -0.080], [0.442, 0.647, 0.679], [1.144, -1.146, -1.395], [1.023, 1.579, -0.876], [-0.612, -2.057, 0.728], [-0.996, 1.025, -0.403], [-0.450, 0.465, 0.577], [0.131, -0.169, -0.177], [-2.244, 0.718, 0.497], [1.846, -1.093, -0.629], [-0.324, 0.005, 0.131], [0.022, -0.136, -0.063], [0.282, 0.119, 0.379], [0.143, 0.594, 0.522], [-0.465, -0.578, -0.018], [-0.832, -0.997, -1.453], [-0.041, 0.542, -0.462], [1.171, 0.887, -0.580], [-0.052, 0.871, -0.933], [0.832, 0.400, 0.659], [-0.499, -0.647, 1.124], [0.048, -1.139, -0.856], [0.021, 0.413, 0.304], [-0.454, 0.302, 0.139], [-0.225, -0.314, 0.735], [-0.318, -0.285, 0.081], [0.661, 0.247, 0.383], [-0.260, -0.620, 0.439], [0.022, 0.389, 0.472], [0.072, 0.230, 0.163], [0.283, -1.013, 0.792], [-1.684, 0.628, 0.117], [-0.960, -1.369, 2.481], [0.495, 1.690, -2.464], [-0.274, -0.286, -0.885], [0.116, 0.590, -1.452], [0.007, -1.068, 1.273], [1.720, -0.159, -0.287], [-0.021, -0.128, 0.225], [-0.024, 0.266, -0.163], [-0.018, 0.244, 0.015], [-0.115, -0.085, -0.141], [0.290, 0.156, 0.140], [0.679, 0.208, 0.194], [0.275, 0.371, -0.265], [-0.073, -0.638, 0.233], [-0.208, -2.755, -0.944], [0.161, 0.246, 0.163], [-0.336, 1.643, 0.796], [1.011, 1.220, 0.587], [-0.682, 0.374, -0.102], [-0.438, -0.417, -0.379], [-0.662, 0.094, -0.431], [-0.209, -0.027, 0.271], [0.161, 0.230, 0.049], [0.244, -0.305, -0.014], [0.052, 0.038, -0.078], [-0.146, 0.488, 0.667], [-1.372, 1.612, 1.311], [1.486, -1.369, -1.803], [0.240, 1.614, -2.076], [0.008, -0.964, 2.090], [-1.258, -0.178, -0.813], [0.117, 0.032, -0.211], [0.596, -0.385, 0.178], [-0.135, -0.479, -0.714], [-0.036, -0.785, 0.353], [0.576, -0.115, 0.844], [0.110, -0.385, -0.522], [-0.293, 0.642, -0.039], [-0.097, 0.040, -0.026], [-0.482, -0.129, -0.033], [0.005, 0.109, -0.029], [0.210, 0.267, 0.604], [0.046, -0.419, -0.443], [0.493, 0.557, 0.576], [0.001, -0.220, 0.047], [0.952, -0.008, 0.406], [-0.812, 1.172, 0.537], [-0.095, -0.603, -1.499], [0.306, -1.044, 0.802], [-0.095, 0.101, -0.373], [0.468, -1.260, 0.082], [0.066, -0.159, 0.006], [-0.281, 0.361, -0.129], [0.236, -0.123, -0.123], [0.046, 0.422, -0.702], [-0.097, -0.609, 0.878], [-0.352, 0.274, -0.947], [0.002, 0.782, 0.871], [-0.085, -0.136, -0.544], [0.474, -0.033, 0.326], [-0.255, -0.075, -0.113], [-0.251, 0.158, 0.023], [-0.304, 0.886, 0.208], [0.226, 0.398, -0.151], [-0.105, -0.419, 0.432], [-0.096, 1.054, -0.134], [0.040, -1.052, -1.356], [-1.725, 1.401, 0.510], [0.119, -1.201, 0.038], [-0.702, 0.776, 0.763], [-0.960, -0.308, -0.217], [0.465, 0.246, -0.054], [-0.095, -0.450, 0.191], [0.145, -0.378, 0.512], [0.199, -0.021, 0.147], [0.317, 0.053, 0.352], [0.325, 0.062, -0.059], [0.569, -0.271, 0.295], [0.535, 0.198, -0.302], [-0.245, -0.120, 0.251], [0.556, -0.200, -0.591], [-0.023, -0.374, -0.237], [0.159, 0.458, 0.206], [0.560, 0.198, -0.224], [-0.148, -0.164, 0.006], [-1.285, -1.248, 0.637], [0.787, 0.257, 0.244], [-0.522, -0.668, -0.202], [-0.341, 0.847, -1.493], [2.218, -0.894, -1.425], [0.110, -0.215, 1.080], [0.079, 0.905, 0.246], [0.634, 0.176, -0.053], [-0.233, 0.208, -0.423], [-0.299, 0.242, 0.014], [0.389, -0.134, 0.355], [-0.020, 0.233, -0.222], [-0.071, -0.335, 0.165], [-0.119, -0.153, 0.212], [0.085, 0.461, 0.106], [0.018, 0.330, -0.231], [-0.658, -0.812, 0.411], [-0.039, -0.111, -0.250], [-0.865, 0.691, 0.615], [0.156, 0.148, 0.265], [1.826, 0.248, 0.050], [0.577, -0.237, -0.796], [-0.500, 1.179, 0.473], [-1.429, 2.054, 2.181], [1.332, -2.043, 0.614], [-1.224, -0.441, -1.310], [-0.014, -0.294, 0.328], [-0.378, -0.311, -0.022], [0.001, 0.188, -0.462], [0.204, 0.144, -0.117], [0.163, -0.083, -0.231], [-0.598, -0.545, -0.054], [-0.027, 0.065, 0.032], [0.010, 0.143, -0.631], [0.024, 0.031, -0.006]]
}